1.
Density functional theory data (wB97M-V/def2-TZVPD) for a molecular structure, C6H13N2 in a non-equilibrium geometry.

The geometry in XYZ format:
```
21
Properties=species:S:1:pos:R:3:forces:R:3
C -0.271037 1.509511 0.240624 0.9396 -1.0812 -0.2780
C -0.081034 0.118022 -0.439952 -0.8638 0.7294 2.4336
C 1.110843 0.079807 0.588815 -0.4348 -2.6933 0.9129
C -1.157878 2.660294 0.134623 -3.9869 -1.3525 -0.9617
C 2.556223 -0.290229 0.124781 -1.4908 -1.8845 2.0700
C -0.907525 -2.315029 -0.512710 -4.5093 0.1501 2.9041
N 0.748410 1.427380 1.005015 0.4049 0.5534 0.1176
N -1.203999 -0.857755 -0.148836 -1.0823 0.1076 -2.0866
H -0.004358 0.014511 -1.467971 0.9066 0.2908 -2.0619
H 0.696762 -0.660001 1.405030 1.3839 1.1334 -1.0642
H -0.621630 3.520039 0.157774 1.8777 2.6059 0.7464
H -1.983690 2.704390 0.937355 1.2781 -0.1743 -1.2186
H -1.633514 2.767371 -0.886874 0.1446 -0.6323 1.0719
H 2.608433 -1.422260 0.060668 -0.3270 1.2703 -1.2483
H 3.338251 -0.237811 0.868378 -0.2166 0.9217 0.8753
H 2.862566 0.347295 -0.650359 0.3803 0.1788 -1.6043
H -0.786447 -2.387541 -1.508552 -0.5668 -0.4079 -3.6158
H -0.002892 -2.624119 -0.171306 2.7540 -0.2727 1.8159
H -1.729533 -3.003783 0.016559 1.6982 1.5855 -1.7105
H -1.418223 -0.927996 0.795307 -0.1542 0.4297 2.6357
H -2.119729 -0.422095 -0.548369 1.8648 -1.4578 0.2667
```
Forces are in eV/Å.

Energy ... -345.57245 Eh
ΔE to the lowest compared entry with this formula, charge and spin ... 324.41 kJ/mol
Net charge ... +1
Frontier orbital gap ... 10.581 eV

Löwdin atomic charge list, values in e, 8 entries:
1. C -0.288
2. C -0.120
3. C -0.296
4. C -0.019
5. C -0.017
6. C 0.049
7. N 0.173
8. N 0.040


2.
Density functional theory data (wB97M-V/def2-TZVPD) for a gas-phase ion, C6H13N2O (charge +1) in a non-equilibrium geometry.

The geometry in XYZ format:
```
22
Properties=species:S:1:pos:R:3:forces:R:3
C 0.671189 -0.966633 0.618387 1.6757 4.2801 2.4911
C 1.360579 0.591363 1.246633 -2.7473 -3.0349 -2.5431
C -0.454465 -0.984705 -0.087385 -0.3337 -1.3623 -2.0708
C 2.468047 0.674943 2.170095 -0.3343 1.6965 3.0687
C -0.779226 -2.365476 -0.808659 -3.2663 2.3027 1.2146
C -1.919697 0.488412 -1.511241 -1.7501 -1.8436 -1.3853
N -1.265131 0.155276 -0.309502 -0.1033 -0.8755 1.6182
N 0.928485 1.669354 0.666306 -0.1400 0.5256 -0.5825
O -1.104903 1.454879 -2.079533 -0.3346 1.5710 -1.2832
H 1.193225 -1.814197 1.020406 0.2279 -0.1148 -0.2360
H 2.875302 1.685685 2.117481 -0.2688 0.3221 0.3091
H 3.297865 0.150735 1.865386 1.6476 -2.0127 -0.9524
H 2.343374 0.434931 3.294233 -0.4127 0.1272 -1.9543
H -1.850705 -2.634751 -0.528515 1.3583 0.0289 0.2365
H -0.111413 -3.136562 -0.593283 1.0990 -1.0353 0.6771
H -0.919271 -2.340096 -1.868637 0.5577 0.6958 -0.8469
H -2.001580 -0.360371 -2.257709 0.2164 0.4325 1.0781
H -3.015629 0.754279 -1.318147 1.5235 0.3287 -0.1032
H -1.737576 0.565769 0.499778 0.6323 -0.5065 -0.1687
H 0.266462 1.577055 -0.165574 0.6451 0.1884 1.3806
H 1.274806 2.631458 0.940399 -0.3817 -1.6217 -0.5103
H -1.519739 1.768652 -2.910921 0.4892 -0.0923 0.5627
```
Forces are in eV/Å.

Energy ... -420.84585 Eh
ΔE to the lowest compared entry with this formula, charge and spin ... 281.28 kJ/mol
Net charge ... +1
Structure (SMILES) ... CC(=[NH2+])/C=C(/C)NCO
Frontier orbital gap ... 8.972 eV

Löwdin atomic charge list, values in e, 8 entries:
1. C 0.098
2. C -0.150
3. C -0.282
4. C -0.027
5. C -0.001
6. C -0.316
7. N -0.016
8. N 0.202


3.
Density functional theory data (wB97M-V/def2-TZVPD) for a gas-phase ion, C6H13N2O (charge +1) in a non-equilibrium geometry.

The geometry in XYZ format:
```
22
Properties=species:S:1:pos:R:3:forces:R:3
C -2.197294 0.154740 -1.024357 0.9573 1.5523 -0.2449
C 1.652399 1.132534 0.042486 1.8888 -2.7967 2.5502
C 0.246438 -0.093896 -1.429123 -3.0030 -1.4756 -1.8708
C 0.736986 0.854651 1.282893 1.0532 -2.2748 -2.4207
C -0.960964 -0.262270 -0.319368 2.1788 1.6390 -0.0872
C -0.979114 -1.607604 0.276223 -0.3478 0.9482 0.3809
N 1.532019 0.051142 -0.955063 1.2156 1.0912 1.4197
N -0.635206 0.854500 0.677872 -0.5061 -0.6432 0.2911
O -2.672380 1.263276 -0.941808 -0.1369 -0.7314 0.3452
H -2.360017 -0.528172 -1.822711 -1.2527 -0.8926 -0.9979
H 1.655358 2.057017 -0.448949 -0.8275 1.5994 -0.5441
H 2.622934 1.132900 0.608085 -0.2303 -0.2761 -1.2831
H 0.271521 -1.024636 -2.106326 -0.5830 1.4401 0.8731
H -0.154231 0.768737 -2.010456 0.9174 -0.2867 -0.0110
H 1.158481 -0.095486 1.735990 -1.3877 0.7175 -0.6397
H 0.834665 1.567564 2.011826 -0.1754 2.0527 1.6769
H 0.005451 -1.863945 0.546751 1.2446 -0.8746 0.0543
H -1.398514 -2.194680 -0.505136 -0.2261 -1.2276 -0.1990
H -1.548817 -1.616280 1.180810 -0.7627 -0.3684 0.4791
H 1.928315 -0.845525 -0.709555 0.3530 0.2409 0.2701
H -1.485919 0.985937 1.236461 0.4730 0.0003 0.5718
H -0.538838 1.709449 0.152621 -0.8426 0.5662 -0.6141
```
Forces are in eV/Å.

Energy ... -420.86423 Eh
ΔE to the lowest compared entry with this formula, charge and spin ... 233.02 kJ/mol
Net charge ... +1
Structure (SMILES) ... C[C@]1(C=O)CNCC[NH2+]1
Frontier orbital gap ... 9.988 eV

Löwdin atomic charge list, values in e, 8 entries:
1. C -0.188
2. C -0.140
3. C -0.161
4. C -0.065
5. C -0.404
6. C 0.009
7. N -0.033
8. N 0.118


4.
Density functional theory data (wB97M-V/def2-TZVPD) for a gas-phase ion, C6H13N2O (charge +1) in a non-equilibrium geometry.

The geometry in XYZ format:
```
22
Properties=species:S:1:pos:R:3:forces:R:3
C 2.710967 -0.624386 -0.369869 -1.6352 1.8610 0.4562
C -1.315361 -1.546252 0.552543 4.1749 0.3248 -4.2534
C -0.763777 0.465674 -0.629060 -3.8107 3.0165 -1.1361
C 0.404031 -0.029878 -1.254773 0.9335 -2.0265 1.6068
C -2.865633 0.173327 0.441515 -1.8615 0.4450 -1.0527
C 1.555706 1.282080 0.609435 -1.3349 -3.6931 4.1258
N -1.581856 -0.329765 0.106140 2.0455 -2.1432 0.1988
N 1.665925 0.155199 -0.295586 1.2248 -0.7197 0.0302
O 3.725828 -0.468030 0.446076 1.0946 -0.4505 -0.6098
H -1.733076 -1.875438 1.376689 -2.8041 -1.6997 3.4442
H -0.410532 -2.194057 0.182088 -1.6789 1.8588 0.8117
H 2.690881 -1.363477 -1.135704 0.2425 -0.7490 -0.4232
H -1.385023 1.404171 -0.930730 1.8709 -1.7077 0.1358
H 0.287654 -1.140652 -1.202155 0.5023 0.7714 -1.1803
H 0.762992 0.414209 -2.154827 -0.3429 0.0971 -0.8057
H -3.506763 -0.554269 0.864776 -0.2444 -1.0664 0.3700
H -2.842982 0.956346 1.116630 0.4861 1.7693 1.3381
H -3.396954 0.537818 -0.446755 0.4289 -0.1400 0.0106
H 0.443621 1.397021 0.876075 1.9305 0.2399 -0.5447
H 2.074165 2.063719 0.283490 1.3590 3.7348 -2.1054
H 2.183319 1.072499 1.538401 -1.2056 -0.2001 -0.8105
H 4.558065 -0.944028 0.158439 -1.3752 0.4773 0.3935
```
Forces are in eV/Å.

Energy ... -420.78276 Eh
ΔE to the lowest compared entry with this formula, charge and spin ... 446.93 kJ/mol
Net charge ... +1
Frontier orbital gap ... 7.601 eV

Löwdin atomic charge list, values in e, 8 entries:
1. C -0.120
2. C 0.067
3. C -0.197
4. C -0.086
5. C -0.023
6. C 0.003
7. N -0.233
8. N -0.052


5.
Density functional theory data (wB97M-V/def2-TZVPD) for a gas-phase ion, C6H13N2O2 (charge +1) in a non-equilibrium geometry.

The geometry in XYZ format:
```
23
Properties=species:S:1:pos:R:3:forces:R:3
C -1.194194 -1.355144 0.079274 2.5367 2.4242 0.6546
C 1.023387 -0.618470 0.275359 -0.3671 -0.1584 -0.8873
C -1.240128 0.242542 -0.035009 0.9974 -1.8093 -0.2931
C -1.476840 0.887170 1.361247 0.6764 0.5315 -2.0807
C -2.090477 0.576373 -1.220887 -1.1379 -0.5443 0.1314
C 3.207676 0.121555 0.172047 -1.1421 -0.3257 0.4978
N 0.146975 -1.703144 0.262668 -0.5948 -3.8604 -0.8164
N 0.235979 0.335160 -0.657306 0.2524 3.2130 0.7492
O -2.116267 -2.061541 0.027044 -2.0797 -1.6077 -0.2221
O 2.266007 -0.923692 -0.119489 -0.4889 0.4628 -0.1990
H 0.977707 -0.113016 1.226109 0.3094 0.5156 0.4622
H -2.108800 1.753084 1.200366 -0.1044 0.1563 0.2787
H -0.518619 1.217100 1.732958 0.1220 0.2124 0.4977
H -1.930805 0.200952 2.043790 -0.2812 -0.4468 0.2976
H -1.893745 1.573348 -1.603447 -0.3500 0.1744 0.0319
H -3.159757 0.356974 -1.039396 0.4850 0.6015 0.1401
H -1.843023 -0.174930 -1.964788 0.0146 0.1072 -0.5772
H 2.956897 1.107556 -0.192678 -0.5578 0.2843 0.1943
H 3.995850 -0.181995 -0.377588 2.9008 -0.7198 -1.8584
H 3.534200 0.060820 1.184370 -0.2331 0.3641 1.0012
H 0.451144 -2.709388 -0.018188 -0.5027 2.5387 0.9257
H 0.704666 1.307889 -0.678705 -1.2042 -1.5974 0.2808
H 0.072159 0.100790 -1.657751 0.7490 -0.5161 0.7913
```
Forces are in eV/Å.

Energy ... -496.12770 Eh
ΔE to the lowest compared entry with this formula, charge and spin ... 205.00 kJ/mol
Net charge ... +1
Structure (SMILES) ... CO[C@@H]1NC(=O)C(C)(C)[NH2+]1
Frontier orbital gap ... 11.132 eV

Löwdin atomic charge list, values in e, 8 entries:
1. C -0.438
2. C -0.395
3. C -0.333
4. C 0.042
5. C -0.017
6. C -0.007
7. N 0.160
8. N 0.173


Repeat the second record exactly.
Density functional theory data (wB97M-V/def2-TZVPD) for a gas-phase ion, C6H13N2O (charge +1) in a non-equilibrium geometry.

The geometry in XYZ format:
```
22
Properties=species:S:1:pos:R:3:forces:R:3
C 0.671189 -0.966633 0.618387 1.6757 4.2801 2.4911
C 1.360579 0.591363 1.246633 -2.7473 -3.0349 -2.5431
C -0.454465 -0.984705 -0.087385 -0.3337 -1.3623 -2.0708
C 2.468047 0.674943 2.170095 -0.3343 1.6965 3.0687
C -0.779226 -2.365476 -0.808659 -3.2663 2.3027 1.2146
C -1.919697 0.488412 -1.511241 -1.7501 -1.8436 -1.3853
N -1.265131 0.155276 -0.309502 -0.1033 -0.8755 1.6182
N 0.928485 1.669354 0.666306 -0.1400 0.5256 -0.5825
O -1.104903 1.454879 -2.079533 -0.3346 1.5710 -1.2832
H 1.193225 -1.814197 1.020406 0.2279 -0.1148 -0.2360
H 2.875302 1.685685 2.117481 -0.2688 0.3221 0.3091
H 3.297865 0.150735 1.865386 1.6476 -2.0127 -0.9524
H 2.343374 0.434931 3.294233 -0.4127 0.1272 -1.9543
H -1.850705 -2.634751 -0.528515 1.3583 0.0289 0.2365
H -0.111413 -3.136562 -0.593283 1.0990 -1.0353 0.6771
H -0.919271 -2.340096 -1.868637 0.5577 0.6958 -0.8469
H -2.001580 -0.360371 -2.257709 0.2164 0.4325 1.0781
H -3.015629 0.754279 -1.318147 1.5235 0.3287 -0.1032
H -1.737576 0.565769 0.499778 0.6323 -0.5065 -0.1687
H 0.266462 1.577055 -0.165574 0.6451 0.1884 1.3806
H 1.274806 2.631458 0.940399 -0.3817 -1.6217 -0.5103
H -1.519739 1.768652 -2.910921 0.4892 -0.0923 0.5627
```
Forces are in eV/Å.

Energy ... -420.84585 Eh
ΔE to the lowest compared entry with this formula, charge and spin ... 281.28 kJ/mol
Net charge ... +1
Structure (SMILES) ... CC(=[NH2+])/C=C(/C)NCO
Frontier orbital gap ... 8.972 eV

Löwdin atomic charge list, values in e, 8 entries:
1. C 0.098
2. C -0.150
3. C -0.282
4. C -0.027
5. C -0.001
6. C -0.316
7. N -0.016
8. N 0.202


Copy entry 3 word for word.
Density functional theory data (wB97M-V/def2-TZVPD) for a gas-phase ion, C6H13N2O (charge +1) in a non-equilibrium geometry.

The geometry in XYZ format:
```
22
Properties=species:S:1:pos:R:3:forces:R:3
C -2.197294 0.154740 -1.024357 0.9573 1.5523 -0.2449
C 1.652399 1.132534 0.042486 1.8888 -2.7967 2.5502
C 0.246438 -0.093896 -1.429123 -3.0030 -1.4756 -1.8708
C 0.736986 0.854651 1.282893 1.0532 -2.2748 -2.4207
C -0.960964 -0.262270 -0.319368 2.1788 1.6390 -0.0872
C -0.979114 -1.607604 0.276223 -0.3478 0.9482 0.3809
N 1.532019 0.051142 -0.955063 1.2156 1.0912 1.4197
N -0.635206 0.854500 0.677872 -0.5061 -0.6432 0.2911
O -2.672380 1.263276 -0.941808 -0.1369 -0.7314 0.3452
H -2.360017 -0.528172 -1.822711 -1.2527 -0.8926 -0.9979
H 1.655358 2.057017 -0.448949 -0.8275 1.5994 -0.5441
H 2.622934 1.132900 0.608085 -0.2303 -0.2761 -1.2831
H 0.271521 -1.024636 -2.106326 -0.5830 1.4401 0.8731
H -0.154231 0.768737 -2.010456 0.9174 -0.2867 -0.0110
H 1.158481 -0.095486 1.735990 -1.3877 0.7175 -0.6397
H 0.834665 1.567564 2.011826 -0.1754 2.0527 1.6769
H 0.005451 -1.863945 0.546751 1.2446 -0.8746 0.0543
H -1.398514 -2.194680 -0.505136 -0.2261 -1.2276 -0.1990
H -1.548817 -1.616280 1.180810 -0.7627 -0.3684 0.4791
H 1.928315 -0.845525 -0.709555 0.3530 0.2409 0.2701
H -1.485919 0.985937 1.236461 0.4730 0.0003 0.5718
H -0.538838 1.709449 0.152621 -0.8426 0.5662 -0.6141
```
Forces are in eV/Å.

Energy ... -420.86423 Eh
ΔE to the lowest compared entry with this formula, charge and spin ... 233.02 kJ/mol
Net charge ... +1
Structure (SMILES) ... C[C@]1(C=O)CNCC[NH2+]1
Frontier orbital gap ... 9.988 eV

Löwdin atomic charge list, values in e, 8 entries:
1. C -0.188
2. C -0.140
3. C -0.161
4. C -0.065
5. C -0.404
6. C 0.009
7. N -0.033
8. N 0.118


Q: Which formula does entry 4 have?
A: C6H13N2O